(1)
The following is a DFT calculation (wB97M-V/def2-TZVPD) of a structure of composition C46H48AsN3OTb.

Each line ends with the Löwdin charge.
CARTESIAN COORDINATES (ANGSTROEM)
Tb: -0.316 0.504 0.536  1.36
N: 3.106 -1.029 2.990  0.06
N: 0.297 2.906 1.652  -0.11
C: -3.003 0.125 0.345  -0.33
C: -2.594 -0.092 1.701  -0.35
C: -1.921 -1.354 1.752  -0.32
C: -1.354 -1.987 2.955  -0.11
H: -1.861 -1.662 3.872  0.07
H: -0.272 -1.681 3.095  -0.02
H: -1.306 -3.081 2.874  0.07
C: -1.885 -1.894 0.435  -0.29
C: -1.383 -3.245 0.094  -0.05
H: -2.075 -4.039 0.421  0.09
H: -0.418 -3.440 0.580  0.05
H: -1.237 -3.355 -0.984  0.05
C: -2.537 -0.978 -0.439  -0.31
C: -2.777 -1.209 -1.887  -0.06
H: -1.855 -1.538 -2.389  0.06
H: -3.119 -0.294 -2.384  0.06
H: -3.538 -1.986 -2.071  0.08
C: -2.935 0.744 2.883  -0.06
H: -3.785 0.320 3.445  0.08
H: -3.212 1.764 2.591  0.05
H: -2.087 0.819 3.578  0.07
C: -3.902 1.219 -0.108  -0.05
H: -3.774 1.432 -1.177  0.06
H: -3.688 2.149 0.434  0.06
H: -4.968 0.986 0.061  0.08
C: 4.322 -1.276 2.526  -0.17
H: 4.729 -2.198 2.897  0.09
C: 4.986 -0.395 1.665  -0.15
H: 6.010 -0.637 1.405  0.08
C: 4.320 0.716 1.178  -0.11
H: 4.857 1.409 0.498  0.10
C: 2.938 0.893 1.491  -0.05
H: 2.415 1.818 1.166  0.08
C: 2.386 -0.222 2.187  -0.42
C: 1.056 -0.861 2.516  -0.14
H: 0.636 0.074 3.206  0.09
C: -0.654 3.076 0.802  -0.31
C: 0.321 3.747 2.733  -0.12
H: 0.938 3.524 3.576  0.09
C: -0.524 4.759 2.329  -0.11
H: -0.649 5.713 2.787  0.09
N: -1.096 4.346 1.141  -0.05
C: -2.270 4.659 0.504  -0.16
C: -3.337 5.037 1.315  -0.20
C: -4.480 5.438 0.652  -0.02
H: -5.315 5.862 1.241  0.12
C: -4.563 5.327 -0.747  -0.29
C: -5.778 5.845 -1.441  -0.08
H: -5.977 5.245 -2.336  0.07
H: -5.631 6.893 -1.741  0.08
H: -6.624 5.794 -0.748  0.07
C: -3.519 4.755 -1.500  -0.02
H: -3.588 4.656 -2.602  0.13
C: -2.363 4.345 -0.872  -0.20
C: -1.265 3.669 -1.640  -0.09
H: -0.263 3.783 -1.221  0.06
H: -1.246 4.113 -2.649  0.07
H: -1.437 2.589 -1.821  0.07
C: -3.256 4.980 2.810  -0.04
H: -2.496 5.646 3.231  0.06
H: -3.084 3.973 3.226  0.09
H: -4.216 5.326 3.209  0.07
O: 0.955 -0.882 -0.461  -0.65
As: 2.025 -2.096 -1.139  1.33
C: 2.377 -3.497 0.157  -0.30
C: 1.885 -3.409 1.455  -0.11
C: 2.054 -4.464 2.350  -0.05
C: 2.760 -5.609 1.959  -0.08
C: 3.297 -5.691 0.670  -0.10
C: 3.103 -4.640 -0.236  -0.14
C: 1.100 -2.941 -2.614  -0.29
C: 0.922 -2.236 -3.814  -0.09
C: 0.334 -2.872 -4.915  -0.08
C: -0.101 -4.198 -4.815  -0.09
C: 0.051 -4.893 -3.612  -0.07
C: 0.661 -4.271 -2.514  -0.10
C: 3.700 -1.284 -1.668  -0.29
C: 4.928 -1.885 -1.349  -0.10
C: 6.120 -1.353 -1.859  -0.08
C: 6.088 -0.228 -2.690  -0.09
C: 4.866 0.386 -2.984  -0.08
C: 3.673 -0.126 -2.456  -0.09
H: 1.399 -2.487 1.785  0.02
H: 1.631 -4.383 3.356  0.12
H: 2.892 -6.434 2.663  0.10
H: 3.863 -6.571 0.359  0.10
H: 3.508 -4.715 -1.248  0.10
H: 1.254 -1.199 -3.885  0.10
H: 0.223 -2.329 -5.856  0.10
H: -0.555 -4.693 -5.677  0.10
H: -0.296 -5.925 -3.519  0.11
H: 0.801 -4.825 -1.583  0.10
H: 4.953 -2.755 -0.691  0.10
H: 7.072 -1.825 -1.605  0.10
H: 7.016 0.169 -3.110  0.10
H: 4.836 1.268 -3.628  0.10
H: 2.720 0.369 -2.652  0.10

Results
expectation value of S² = 12.632
total charge = -1
multiplicity = 7

(2)
The following is a DFT calculation (wB97M-V/def2-TZVPD) of a structure of composition C46H48CuN8O9.

Each line ends with the Löwdin charge.
CARTESIAN COORDINATES (ANGSTROEM)
Cu: 0.401 0.044 1.131  0.37
C: -3.397 -1.787 3.025  -0.02
C: -4.411 -2.297 2.042  -0.21
C: -5.747 -2.400 2.413  -0.07
C: -6.702 -2.947 1.569  -0.11
C: -6.312 -3.436 0.331  -0.11
C: -4.994 -3.323 -0.072  -0.01
C: -4.038 -2.724 0.752  -0.20
N: -2.722 -2.609 0.305  0.16
C: -1.940 -1.456 0.354  -0.36
N: -2.681 -0.314 0.476  0.15
C: -2.394 0.930 1.075  -0.24
C: -1.117 1.223 1.582  -0.11
C: -1.012 2.451 2.249  -0.15
C: -2.060 3.357 2.346  -0.12
C: -3.289 3.040 1.795  -0.09
C: -3.483 1.813 1.177  -0.24
C: -4.845 1.456 0.634  -0.05
N: -0.666 -1.478 0.233  0.15
C: 0.051 -2.743 0.162  -0.38
C: -0.158 -3.410 1.507  -0.02
C: -0.689 -4.622 1.639  -0.10
C: -0.854 -5.494 0.484  -0.08
C: -0.537 -5.085 -0.747  -0.04
C: -0.129 -3.688 -1.069  -0.20
C: -0.988 -3.239 -2.282  -0.22
H: -3.715 -2.022 4.041  0.08
H: -3.268 -0.705 2.958  0.08
H: -2.423 -2.242 2.842  0.07
H: -6.038 -2.061 3.400  0.11
H: -7.736 -3.009 1.884  0.09
H: -7.039 -3.896 -0.326  0.09
H: -4.688 -3.692 -1.043  0.11
H: -2.396 -3.326 -0.326  0.11
H: -3.663 -0.476 0.333  0.10
H: -0.066 2.715 2.713  0.06
H: -1.911 4.316 2.831  0.08
H: -4.115 3.741 1.860  0.09
H: -5.525 2.301 0.742  0.07
H: -5.287 0.610 1.169  0.07
H: -4.790 1.201 -0.428  0.08
H: 0.085 -2.777 2.352  0.12
H: -0.894 -5.032 2.621  0.10
H: -1.167 -6.516 0.657  0.10
H: -0.582 -5.765 -1.592  0.13
H: -0.487 -3.636 -3.179  0.13
H: -0.344 -1.438 -2.479  0.05
H: -1.971 -3.731 -2.234  0.11
O: 3.366 1.194 0.320  -0.03
N: 3.224 -0.079 0.813  0.06
O: 2.199 -0.396 1.327  -0.07
C: 2.083 2.288 5.293  -0.05
C: 2.345 3.013 4.002  -0.27
C: 2.650 4.370 3.981  -0.02
C: 2.879 5.017 2.775  -0.27
C: 3.206 6.488 2.729  -0.06
C: 2.810 4.304 1.585  0.02
C: 2.468 2.953 1.575  -0.18
C: 2.250 2.325 2.804  -0.01
N: 2.329 2.160 0.417  -0.01
C: 1.946 2.620 -0.924  -0.37
C: 3.115 3.192 -1.746  -0.07
C: 2.616 3.590 -3.139  -0.29
C: 2.059 2.361 -3.862  -0.11
C: 0.893 1.786 -3.059  -0.29
C: -0.213 2.834 -2.930  -0.11
C: 0.347 4.060 -2.207  -0.29
C: 1.514 4.644 -3.007  -0.13
C: 0.828 3.663 -0.811  -0.07
C: 1.388 1.393 -1.672  -0.08
H: 2.370 2.894 6.153  0.07
H: 2.633 1.348 5.318  0.08
H: 1.024 2.040 5.381  0.08
H: 2.713 4.921 4.913  0.11
H: 3.491 6.863 3.712  0.07
H: 2.339 7.059 2.388  0.08
H: 4.024 6.680 2.034  0.07
H: 3.043 4.823 0.667  0.10
H: 1.970 1.282 2.814  0.09
H: 3.893 2.430 -1.829  0.13
H: 3.547 4.065 -1.247  0.11
H: 3.450 4.009 -3.715  0.13
H: 2.836 1.600 -3.967  0.12
H: 1.731 2.639 -4.869  0.12
H: 0.510 0.895 -3.560  0.12
H: -1.048 2.425 -2.354  0.12
H: -0.582 3.124 -3.920  0.11
H: -0.438 4.818 -2.100  0.13
H: 1.904 5.536 -2.503  0.11
H: 1.170 4.947 -4.002  0.11
H: 0.006 3.237 -0.237  0.12
H: 1.178 4.553 -0.288  0.11
H: 2.157 0.622 -1.765  0.11
H: 0.566 0.968 -1.086  0.11
O: 3.633 -4.892 -5.568  -0.02
N: 3.570 -5.423 -4.450  -0.39
O: 4.014 -6.570 -4.256  -0.04
C: 2.974 -4.722 -3.397  -0.20
C: 2.497 -3.404 -3.572  0.03
C: 1.825 -2.739 -2.566  -0.21
C: 1.446 -3.429 -1.270  -0.20
O: 1.409 -2.497 -0.159  0.00
C: 2.301 -4.676 -1.068  -0.08
C: 2.921 -5.299 -2.129  0.06
N: 2.436 -5.301 0.184  -0.35
O: 2.165 -4.701 1.225  0.03
O: 2.858 -6.474 0.224  -0.03
N: 1.339 -1.477 -2.712  -0.12
O: 1.725 -0.786 -3.731  -0.19
O: -1.244 -1.876 -2.402  -0.09
H: 2.647 -2.879 -4.504  0.10
H: 3.431 -6.233 -1.958  0.12

Results
energy above the lowest of the compared OMol25 structures with the same formula, charge and spin = 0.457 eV
expectation value of S² = 0.796
total charge = -2
multiplicity = 2

(3)
The following is a DFT calculation (wB97M-V/def2-TZVPD) of a structure of composition C46H48InN3OP.

Each line ends with the Löwdin charge.
CARTESIAN COORDINATES (ANGSTROEM)
In: 1.166 0.586 0.247  1.03
N: -0.633 3.769 3.984  0.10
N: 1.297 3.205 -1.847  0.05
C: -0.651 -2.098 -0.645  -0.31
C: -1.828 -1.319 -0.445  -0.28
C: -2.063 -1.233 0.954  -0.26
C: -3.184 -0.556 1.630  -0.06
H: -4.018 -0.397 0.936  0.06
H: -2.876 0.419 2.036  0.05
H: -3.547 -1.167 2.470  0.07
C: -1.001 -1.894 1.623  -0.27
C: -0.854 -1.959 3.088  -0.06
H: -1.710 -2.483 3.544  0.08
H: -0.823 -0.948 3.525  0.05
H: 0.065 -2.483 3.368  0.06
C: -0.136 -2.447 0.638  -0.31
C: 1.090 -3.225 0.921  -0.09
H: 1.885 -2.596 1.352  0.06
H: 1.474 -3.693 0.007  0.06
H: 0.868 -4.027 1.642  0.07
C: -2.661 -0.678 -1.483  -0.09
H: -3.719 -0.952 -1.353  0.07
H: -2.356 -0.989 -2.489  0.05
H: -2.600 0.422 -1.433  0.07
C: -0.094 -2.514 -1.955  -0.08
H: 0.990 -2.679 -1.904  0.06
H: -0.282 -1.760 -2.729  0.05
H: -0.557 -3.457 -2.297  0.08
C: 0.085 4.773 4.427  -0.18
H: -0.154 5.170 5.421  0.10
C: 1.122 5.367 3.679  -0.12
H: 1.706 6.157 4.145  0.08
C: 1.397 4.854 2.408  -0.11
H: 2.258 5.214 1.843  0.10
C: 0.570 3.879 1.877  -0.05
H: 0.655 3.505 0.855  0.05
C: -0.373 3.222 2.754  -0.36
C: -0.913 1.974 2.484  -0.01
H: -1.254 1.772 1.467  0.03
C: 1.685 2.045 -2.316  -0.32
C: 0.295 3.670 -2.699  -0.12
H: -0.162 4.646 -2.561  0.10
C: 0.063 2.736 -3.670  -0.04
H: -0.593 2.769 -4.527  0.10
N: 0.932 1.658 -3.402  0.02
C: 1.153 0.451 -4.090  -0.10
C: 0.228 -0.122 -4.984  -0.19
C: 0.632 -1.261 -5.687  -0.01
H: -0.031 -1.683 -6.446  0.12
C: 1.849 -1.895 -5.449  -0.27
C: 2.237 -3.085 -6.271  -0.06
H: 2.772 -3.834 -5.681  0.08
H: 2.885 -2.810 -7.111  0.08
H: 1.349 -3.557 -6.701  0.07
C: 2.685 -1.392 -4.450  0.00
H: 3.614 -1.912 -4.219  0.12
C: 2.346 -0.227 -3.751  -0.20
C: 3.192 0.288 -2.673  -0.04
H: 2.711 1.456 -2.188  0.03
H: 4.217 0.475 -3.011  0.10
H: 3.234 -0.393 -1.814  0.07
C: -1.164 0.385 -5.190  -0.05
H: -1.193 1.262 -5.855  0.08
H: -1.677 0.631 -4.248  0.08
H: -1.757 -0.401 -5.685  0.08
O: 1.380 0.239 2.646  -0.50
P: 1.924 0.547 4.025  0.82
C: 3.092 1.918 3.965  -0.25
C: 3.212 2.864 4.996  -0.06
C: 4.180 3.867 4.920  -0.08
C: 5.027 3.949 3.813  -0.09
C: 4.900 3.022 2.775  -0.09
C: 3.931 2.022 2.844  -0.10
C: 0.614 0.974 5.171  -0.32
C: 0.962 1.120 6.540  -0.13
C: -0.016 1.429 7.485  -0.12
C: -1.347 1.562 7.080  -0.10
C: -1.677 1.415 5.719  -0.10
C: -0.697 1.139 4.796  -0.18
C: 2.713 -0.923 4.698  -0.25
C: 1.979 -1.830 5.480  -0.06
C: 2.572 -3.022 5.908  -0.08
C: 3.899 -3.307 5.575  -0.09
C: 4.635 -2.396 4.809  -0.09
C: 4.048 -1.207 4.371  -0.07
H: 2.550 2.831 5.860  0.09
H: 4.269 4.593 5.731  0.10
H: 5.784 4.734 3.757  0.10
H: 5.558 3.072 1.906  0.10
H: 3.816 1.314 2.018  0.09
H: 2.000 1.004 6.853  0.10
H: 0.273 1.570 8.530  0.09
H: -2.123 1.801 7.808  0.08
H: -2.710 1.552 5.396  0.09
H: -1.034 1.240 3.455  -0.01
H: 0.952 -1.602 5.775  0.12
H: 1.988 -3.726 6.505  0.10
H: 4.359 -4.240 5.908  0.10
H: 5.673 -2.610 4.548  0.10
H: 4.629 -0.489 3.789  0.10

Results
energy above the lowest of the compared OMol25 structures with the same formula, charge and spin = 0.000 eV
total charge = -1

(4)
The following is a DFT calculation (wB97M-V/def2-TZVPD) of a structure of composition C46H48N3PdSb.

Each line ends with the Löwdin charge.
CARTESIAN COORDINATES (ANGSTROEM)
Pd: -0.413 -0.056 -0.153  0.91
N: 0.428 0.686 2.509  0.09
N: -0.975 2.936 0.975  -0.11
C: -1.375 -1.293 -1.544  -0.34
C: -2.226 -1.075 -0.419  -0.34
C: -1.536 -1.513 0.756  -0.36
C: -1.959 -1.361 2.169  -0.06
H: -2.955 -0.913 2.223  0.07
H: -1.259 -0.696 2.691  0.05
H: -1.963 -2.329 2.681  0.06
C: -0.285 -2.063 0.337  -0.33
C: 0.701 -2.719 1.227  -0.03
H: 0.252 -3.493 1.853  0.09
H: 1.107 -1.967 1.898  0.02
H: 1.540 -3.156 0.677  0.03
C: -0.165 -1.890 -1.079  -0.35
C: 1.015 -2.268 -1.903  -0.08
H: 1.933 -1.808 -1.509  -0.01
H: 0.895 -1.954 -2.945  0.07
H: 1.190 -3.351 -1.919  0.07
C: -3.562 -0.427 -0.415  -0.07
H: -4.252 -1.027 0.192  0.07
H: -3.951 -0.341 -1.434  0.06
H: -3.531 0.577 0.028  0.07
C: -1.619 -0.950 -2.969  -0.05
H: -1.022 -0.071 -3.258  0.05
H: -2.671 -0.707 -3.144  0.07
H: -1.334 -1.781 -3.628  0.08
C: 1.526 0.142 3.049  -0.15
H: 1.689 -0.921 2.892  0.07
C: 2.486 0.828 3.802  -0.09
H: 3.308 0.267 4.232  0.08
C: 2.351 2.206 3.952  -0.10
H: 3.148 2.804 4.397  0.09
C: 1.201 2.800 3.432  -0.04
H: 1.029 3.882 3.442  0.08
C: 0.181 1.992 2.821  -0.31
C: -0.985 2.652 2.323  -0.25
H: -1.967 2.711 2.817  0.04
C: -0.669 2.077 -0.083  -0.11
C: -1.162 4.245 0.471  -0.06
H: -1.375 5.095 1.098  0.09
C: -0.993 4.180 -0.847  -0.11
H: -0.998 4.965 -1.588  0.11
N: -0.807 2.834 -1.193  -0.06
C: -0.919 2.411 -2.573  -0.15
C: -2.178 2.482 -3.190  -0.20
C: -2.266 2.254 -4.571  -0.02
H: -3.238 2.298 -5.066  0.11
C: -1.125 2.005 -5.335  -0.29
C: -1.216 1.848 -6.820  -0.07
H: -0.823 0.876 -7.132  0.08
H: -0.638 2.617 -7.346  0.08
H: -2.257 1.909 -7.141  0.07
C: 0.122 2.016 -4.711  -0.01
H: 1.028 1.905 -5.311  0.12
C: 0.243 2.218 -3.326  -0.21
C: 1.582 2.301 -2.664  -0.04
H: 1.728 3.285 -2.186  0.09
H: 2.369 2.192 -3.419  0.07
H: 1.722 1.511 -1.904  0.07
C: -3.405 2.776 -2.386  -0.03
H: -3.370 3.786 -1.951  0.08
H: -3.546 2.035 -1.578  0.07
H: -4.287 2.727 -3.043  0.07
C: 8.202 -1.674 -2.829  -0.15
C: 8.405 -1.290 -1.501  -0.12
C: 7.297 -1.030 -0.674  -0.15
C: 6.005 -1.198 -1.179  -0.40
C: 5.800 -1.547 -2.520  -0.17
C: 6.903 -1.795 -3.351  -0.13
Sb: 4.241 -1.283 0.142  1.43
C: 4.611 -3.436 0.499  -0.41
C: 3.700 -4.387 0.018  -0.19
C: 3.988 -5.756 0.142  -0.15
C: 5.207 -6.166 0.702  -0.18
C: 6.119 -5.212 1.165  -0.15
C: 5.817 -3.845 1.068  -0.20
C: 5.145 -0.363 1.904  -0.42
C: 5.460 -1.109 3.042  -0.15
C: 6.120 -0.498 4.117  -0.11
C: 6.406 0.871 4.071  -0.13
C: 6.046 1.631 2.950  -0.12
C: 5.416 1.010 1.863  -0.16
H: 9.057 -1.884 -3.466  0.07
H: 9.414 -1.191 -1.089  0.08
H: 7.457 -0.711 0.359  0.08
H: 4.786 -1.652 -2.919  0.08
H: 6.744 -2.078 -4.396  0.08
H: 2.766 -4.077 -0.470  0.05
H: 3.255 -6.485 -0.218  0.08
H: 5.430 -7.230 0.771  0.06
H: 7.062 -5.525 1.608  0.08
H: 6.552 -3.122 1.425  0.07
H: 5.189 -2.165 3.104  0.09
H: 6.397 -1.098 4.987  0.09
H: 6.921 1.346 4.905  0.08
H: 6.253 2.704 2.917  0.09
H: 5.123 1.611 0.997  0.09

Results
expectation value of S² = 2.015
total charge = -2
multiplicity = 3

no.,DFT total energy (hartree),strongest force on any atom (eV/Å)
1,-5081.05229,6.04
2,-4537.02039,1.47
3,-2552.42368,3.32
4,-2313.79825,8.19